1.
ORCA calculation (the ωB97M-V functional and the def2-TZVPD basis) on 2 unconnected molecules or ions with the total composition N2O4 at a distorted geometry.

E_tot ... -11162.3311 eV
HOMO-LUMO gap (spin up / spin down) ... 10.34 / 7.37 eV
LUMO (spin up / spin down) ... -0.44 / -1.92 eV
Energy relative to the best compared isomer or geometry (same formula, charge and spin) ... 101.5 kJ/mol

The geometry in ORCA input format:
```
! wB97M-V def2-TZVPD RIJCOSX def2/J DEFGRID3
* xyz 0 1
N 0.461 0.051 -1.398
N -0.349 -0.222 1.846
O 1.624 0.047 -1.614
O -0.540 0.246 -1.880
O -1.414 0.072 2.228
O 0.196 -0.200 0.747
*
```

***

2.
ORCA calculation (the ωB97M-V functional and the def2-TZVPD basis) on a single N2O5S molecule at a distorted geometry.

E_tot ... -24044.7254 eV
HOMO-LUMO gap ... 9.08 eV
LUMO ... -1.74 eV
Energy relative to the best compared isomer or geometry (same formula, charge and spin) ... 108.9 kJ/mol

The geometry in ORCA input format:
```
! wB97M-V def2-TZVPD RIJCOSX def2/J DEFGRID3
* xyz 0 1
N -1.392 -0.266 0.121
N 1.273 -0.386 0.000
O -1.405 -1.424 -0.118
O 1.580 -1.264 -0.740
O -1.912 0.527 0.804
O 1.757 -0.100 1.039
O -0.027 2.173 -0.245
S 0.125 0.740 -0.861
*
```